A molecular structure, C22H20N2O7PPbS, computed with ωB97M-V/def2-TZVPD.

Structure (XYZ):
```
54
Properties=species:S:1:pos:R:3:forces:R:3
Pb -0.193 -2.189 0.078 0.032 -4.665 1.764
N 0.257 -3.229 -2.173 0.436 1.179 -0.772
C 1.591 -2.707 -2.455 -0.186 0.185 -0.465
C 2.516 -2.791 -1.228 0.570 0.255 -0.107
O 3.623 -3.309 -1.375 -0.113 -0.100 0.087
N 2.066 -2.187 -0.109 -0.784 -0.091 -0.314
C 2.693 -2.495 1.168 0.230 0.474 -0.047
C 1.760 -2.776 2.375 0.197 -0.237 0.071
O 2.357 -2.944 3.438 -0.077 0.006 0.012
O 0.496 -2.845 2.201 0.479 1.256 -0.401
H 0.242 -4.186 -1.831 -0.349 0.135 0.394
H -0.398 -3.075 -2.928 0.056 -0.224 -0.080
H 1.486 -1.647 -2.723 0.002 0.014 0.060
H 2.045 -3.184 -3.326 0.386 -0.164 0.287
H 3.302 -1.647 1.499 0.105 -0.054 -0.057
H 3.364 -3.347 1.060 -0.047 -0.037 0.016
O -1.973 -1.462 2.459 -0.037 -0.050 -0.093
S -3.040 -1.415 1.481 -0.122 0.625 -0.241
O -4.371 -1.783 1.889 0.119 0.001 0.165
O -2.650 -1.984 0.180 -0.266 0.358 -0.177
C -3.111 0.362 1.138 -0.144 0.016 0.014
C -4.284 1.033 1.467 0.023 -0.021 -0.003
C -4.393 2.405 1.309 0.021 0.014 -0.011
C -3.319 3.134 0.819 0.000 -0.026 0.010
C -2.149 2.475 0.483 -0.004 -0.012 -0.003
C -2.030 1.091 0.632 0.083 0.104 0.021
P -0.419 0.409 0.093 -0.671 -0.101 0.235
C -0.246 1.063 -1.585 0.232 -0.063 -0.001
C 0.421 2.248 -1.879 0.000 -0.020 -0.026
C 0.489 2.695 -3.191 -0.004 0.004 0.014
C -0.110 1.966 -4.208 0.001 0.005 0.000
C -0.782 0.786 -3.917 -0.013 0.000 0.017
C -0.846 0.331 -2.609 -0.020 0.024 -0.008
C 0.847 1.077 1.174 0.011 0.001 -0.064
C 0.525 1.342 2.503 0.030 -0.002 -0.004
C 1.524 1.731 3.381 -0.017 -0.023 -0.002
C 2.835 1.842 2.939 0.006 -0.002 0.007
C 3.159 1.546 1.622 -0.007 -0.018 -0.018
C 2.170 1.150 0.737 0.004 -0.008 0.039
H -5.103 0.445 1.857 -0.001 -0.002 -0.009
H -5.316 2.905 1.572 0.002 0.004 -0.002
H -3.387 4.207 0.695 -0.003 0.000 0.008
H -1.314 3.050 0.100 0.000 -0.005 -0.011
H 0.888 2.820 -1.087 0.030 -0.021 -0.003
H 1.013 3.615 -3.417 -0.001 -0.001 -0.003
H -0.053 2.316 -5.230 0.003 -0.002 0.000
H -1.253 0.217 -4.707 0.004 -0.001 -0.001
H -1.378 -0.587 -2.380 0.007 0.000 0.002
H -0.491 1.207 2.855 -0.005 0.025 -0.007
H 1.280 1.923 4.417 0.005 -0.005 0.001
H 3.614 2.133 3.632 -0.001 -0.003 0.000
H 4.187 1.596 1.289 0.000 -0.004 0.002
H 2.429 0.864 -0.275 0.002 0.007 -0.001
O -0.572 -4.193 0.091 -0.204 1.272 -0.295
```
Positions in Å, forces in eV/Å.

spin multiplicity = 1
total charge = -1
Kohn-Sham gap = 6.43 eV
relative energy (zero: lowest compared OMol25 entry of this formula, charge and spin) = 155.33 kcal/mol

These are the Mulliken partial charges, in e, on atoms 1 to 4: Pb 1.519; N -0.429; C -0.461; C 0.521